A cluster of 3 separate species, C36H86BN7O3P2 in total, computed with ωB97M-V with the def2-TZVPD basis set.

XYZ file:
```
135
Properties=species:S:1:pos:R:3:forces:R:3:lowdin_charge:R:1
C 1.455 -4.218 1.258 -0.2900 0.1269 0.1209 -0.09
C 0.061 -3.654 1.610 0.3290 -0.3733 0.5702 -0.26
C -1.094 -4.521 1.105 0.4293 0.2155 -0.5289 -0.21
C -1.220 -4.648 -0.439 0.1039 0.6259 0.2368 -0.19
C -0.585 -3.503 -1.245 -0.0383 -0.1819 -0.1646 -0.22
C -1.267 -3.256 -2.597 0.2127 -0.1488 0.4202 -0.20
C -1.002 -4.332 -3.672 -0.1939 0.4518 0.1422 -0.19
C -0.566 -3.772 -5.043 -0.2482 -0.5705 -0.5637 -0.20
C 0.865 -4.117 -5.510 0.1796 0.1843 0.6545 -0.21
C 1.918 -3.024 -5.270 -0.7225 0.1471 0.0425 -0.21
C 1.757 -2.387 -3.892 0.8945 0.1846 -0.2367 -0.23
C 2.996 -1.605 -3.434 -0.6987 -0.2392 0.2436 -0.20
C 2.665 -0.799 -2.170 0.4180 -0.8113 -0.1756 -0.22
C 3.921 -0.441 -1.379 -0.7010 1.0056 0.1173 -0.20
C 3.663 0.570 -0.240 -0.4529 -0.3551 -0.0534 -0.20
C 2.314 0.443 0.491 0.0097 0.3163 0.0819 -0.21
C 1.196 1.367 -0.027 -0.1973 -0.1997 0.3335 -0.24
C -0.215 0.767 0.138 0.3051 0.5293 -0.2388 -0.16
B -1.335 1.866 0.070 -0.0516 0.0028 -0.2232 -0.12
C -2.832 1.533 -0.249 -0.0105 -0.1167 0.2595 -0.12
C -3.417 0.522 0.788 -0.0184 0.5742 -0.3274 -0.18
N -3.760 -0.764 0.170 0.3077 0.2596 0.4943 -0.08
C -3.407 -1.933 1.002 -0.4635 -0.0158 -0.1414 -0.21
C -4.428 -2.314 2.072 0.3550 -0.3348 0.2817 -0.07
C -5.109 -0.804 -0.285 0.4004 -0.5426 -0.5285 -0.50
C -5.301 -1.540 -1.582 0.1856 -0.0546 0.0902 0.02
O -6.014 -0.276 0.292 -0.5942 0.6739 0.3004 0.11
H 1.353 -5.224 0.849 0.1357 0.0397 -0.1889 0.07
H 1.983 -3.575 0.556 0.0479 -0.1525 -0.1465 0.06
H 2.073 -4.310 2.151 0.0594 0.0703 -0.0095 0.07
H -0.012 -3.651 2.701 -0.1185 0.1197 -0.0008 0.10
H -0.021 -2.609 1.311 -0.0923 -0.0139 -0.1253 0.08
H -0.926 -5.521 1.508 -0.2988 -0.0008 0.1824 0.11
H -2.025 -4.115 1.502 0.0081 -0.2134 0.1300 0.07
H -0.770 -5.585 -0.766 -0.2310 -0.1129 -0.0759 0.11
H -2.287 -4.650 -0.677 -0.0148 -0.3601 -0.0906 0.10
H 0.465 -3.758 -1.411 0.0637 0.2087 0.0211 0.09
H -0.602 -2.564 -0.689 -0.0771 -0.0284 0.0943 0.09
H -2.338 -3.191 -2.387 -0.1153 0.1079 -0.1501 0.09
H -0.960 -2.271 -2.949 -0.0020 -0.0196 -0.1382 0.09
H -1.930 -4.889 -3.808 0.0675 -0.1355 -0.0274 0.10
H -0.269 -5.057 -3.307 0.0764 0.0554 -0.0075 0.10
H -1.223 -4.226 -5.790 -0.0832 0.0977 0.0061 0.10
H -0.771 -2.701 -5.106 0.1241 0.0510 0.0563 0.11
H 0.836 -4.405 -6.560 0.1629 -0.0395 -0.0206 0.10
H 1.195 -4.980 -4.922 -0.0846 -0.2023 -0.2331 0.10
H 1.791 -2.243 -6.026 0.2566 0.0006 -0.0656 0.11
H 2.918 -3.453 -5.359 0.0441 0.0630 -0.1434 0.11
H 0.924 -1.682 -3.896 -0.2567 -0.2557 0.1028 0.11
H 1.598 -3.183 -3.160 -0.3306 0.1250 0.0839 0.10
H 3.760 -2.345 -3.182 0.3015 0.1986 -0.2200 0.12
H 3.328 -0.951 -4.243 0.2928 -0.0357 0.0560 0.12
H 2.082 0.080 -2.454 -0.0038 0.0715 0.1391 0.12
H 2.036 -1.460 -1.564 -0.2147 0.2651 0.1001 0.10
H 4.591 0.061 -2.080 0.4658 -0.3773 0.1337 0.10
H 4.361 -1.338 -0.940 0.1499 -0.1299 -0.3341 0.11
H 4.439 0.447 0.517 0.2568 0.2662 -0.1857 0.10
H 3.707 1.574 -0.668 0.2392 0.0907 0.1946 0.11
H 2.491 0.738 1.529 -0.0961 -0.1948 0.0873 0.11
H 1.940 -0.584 0.525 0.1872 -0.0930 -0.1018 0.09
H 1.200 2.282 0.571 0.1922 0.1070 -0.1251 0.10
H 1.370 1.682 -1.058 -0.0164 -0.1161 -0.0515 0.10
H -0.237 0.288 1.127 -0.2100 -0.0949 -0.0155 0.11
H -0.400 -0.010 -0.613 -0.0014 -0.1972 0.1607 0.10
H -1.010 3.009 0.245 0.0019 -0.0217 0.0752 0.08
H -3.457 2.425 -0.285 -0.0340 -0.0016 -0.0891 0.09
H -2.864 1.056 -1.234 -0.0299 0.0025 -0.0223 0.11
H -4.291 1.009 1.223 -0.0440 -0.2460 0.2552 0.10
H -2.689 0.363 1.583 -0.1096 -0.2251 0.0892 0.11
H -2.472 -1.694 1.504 0.1786 -0.0738 -0.2554 0.11
H -3.251 -2.790 0.346 0.1374 0.0180 -0.0419 0.09
H -4.671 -1.480 2.730 -0.1228 0.0957 -0.1323 0.07
H -5.333 -2.756 1.658 -0.1161 0.2227 -0.0473 0.08
H -3.974 -3.084 2.704 -0.0245 -0.0172 0.0025 0.07
H -4.614 -1.115 -2.313 -0.0013 -0.0469 -0.0541 0.08
H -6.327 -1.444 -1.923 -0.0564 -0.1217 0.0442 0.08
H -5.024 -2.588 -1.453 -0.0392 -0.0400 -0.0715 0.08
O 6.423 2.229 -2.759 -1.1745 1.2276 1.5696 -0.29
P 7.573 3.136 -2.527 2.9892 -1.2862 -2.1277 0.61
N 7.844 3.970 -3.993 0.4016 0.1887 0.4075 -0.32
C 8.652 3.455 -5.081 0.0089 -0.1445 -0.1422 -0.12
C 6.662 4.679 -4.461 -0.2482 0.0099 0.1186 -0.13
N 8.810 2.021 -2.082 -0.3427 -0.2653 -0.2303 -0.30
C 10.123 1.967 -2.687 0.2731 0.3061 0.3013 -0.14
C 8.364 0.691 -1.680 -0.1093 -0.1197 -0.1859 -0.13
N 8.077 4.349 -1.506 -1.5504 0.1794 0.6596 -0.32
C 8.692 5.609 -1.891 -0.1426 0.1673 -0.1632 -0.10
C 8.149 4.042 -0.083 -0.0166 -0.0592 0.0190 -0.11
H 8.921 4.285 -5.740 -0.1406 0.0006 -0.0434 0.08
H 8.136 2.692 -5.679 0.0121 0.0045 0.0093 0.09
H 9.591 3.044 -4.731 -0.1024 -0.0227 0.0267 0.04
H 6.300 5.369 -3.694 -0.0453 -0.0715 -0.0021 0.07
H 5.841 4.001 -4.721 0.0257 0.0133 -0.0249 0.08
H 6.913 5.275 -5.340 0.0960 -0.0078 0.0206 0.08
H 10.117 1.466 -3.663 0.0737 -0.0481 0.0526 0.08
H 10.805 1.410 -2.038 -0.0524 -0.0125 0.0371 0.08
H 10.556 2.964 -2.799 -0.1004 0.0261 -0.0780 0.08
H 8.170 0.031 -2.535 -0.0078 -0.0229 0.0302 0.09
H 7.453 0.747 -1.091 -0.0394 0.0207 -0.0676 0.06
H 9.136 0.234 -1.055 0.0690 0.0528 -0.0515 0.08
H 9.694 5.460 -2.300 -0.0020 0.0260 -0.0185 0.08
H 8.774 6.246 -1.009 -0.0033 -0.1064 0.0644 0.08
H 8.099 6.161 -2.617 0.0243 -0.0681 -0.0846 0.07
H 9.176 3.812 0.217 -0.0004 -0.0071 0.0134 0.09
H 7.527 3.181 0.161 0.0267 -0.0483 -0.0511 0.08
H 7.782 4.880 0.512 -0.0012 0.0241 -0.0441 0.08
O -5.552 2.239 6.800 1.4042 -1.7535 -0.4310 -0.29
P -6.487 1.575 5.858 -3.1813 1.9894 -0.0561 0.61
N -6.680 2.636 4.533 -0.3734 -0.4464 -0.0518 -0.32
C -7.641 3.719 4.500 -0.0540 0.1721 0.0752 -0.11
C -5.416 2.988 3.906 0.2594 -0.0893 0.0674 -0.13
N -7.883 1.358 6.847 0.2348 0.3618 0.1885 -0.31
C -9.218 1.772 6.474 -0.1868 -0.4092 -0.2238 -0.14
C -7.682 1.472 8.287 0.0683 0.2376 0.0643 -0.14
N -6.678 0.161 5.005 1.5863 -0.5388 0.3190 -0.31
C -7.064 0.035 3.608 0.1707 0.1643 -0.2794 -0.10
C -6.714 -1.084 5.763 0.0062 0.0137 0.0661 -0.11
H -7.786 4.027 3.460 0.1316 0.0576 0.0065 0.08
H -7.325 4.597 5.080 -0.0123 -0.0105 -0.0038 0.09
H -8.618 3.407 4.850 0.1025 -0.0010 0.0468 0.04
H -4.879 2.086 3.594 0.0239 0.0316 0.0666 0.07
H -4.759 3.559 4.573 -0.0252 0.0149 -0.0237 0.08
H -5.602 3.580 3.008 -0.0936 -0.0343 -0.0046 0.08
H -9.376 2.851 6.602 -0.0762 -0.0435 0.0469 0.08
H -9.952 1.258 7.101 0.0512 -0.0226 0.0336 0.08
H -9.451 1.496 5.444 0.0999 0.0777 -0.0347 0.08
H -7.680 2.513 8.636 0.0035 -0.0189 0.0350 0.08
H -6.739 1.022 8.585 0.0403 0.0635 -0.0393 0.07
H -8.484 0.935 8.799 -0.0607 0.0231 -0.0783 0.08
H -8.101 0.336 3.443 0.0062 0.0255 -0.0021 0.08
H -6.960 -1.004 3.293 -0.0098 -0.0395 0.1644 0.07
H -6.427 0.612 2.943 -0.0658 0.0809 -0.0085 0.05
H -7.745 -1.421 5.913 0.0005 -0.0147 0.0087 0.09
H -6.256 -0.957 6.743 -0.0416 0.0581 0.0220 0.08
H -6.155 -1.867 5.246 -0.0039 0.0310 -0.0400 0.07
```
Positions in Å, forces in eV/Å.

Values from the calculation:
Kohn-Sham gap = 0.3277 Eh
structure (SMILES) = CCCCCCCCCCCCCCCCCCBCCN(CC)C(C)=O.CN(C)P(=O)(N(C)C)N(C)C.CN(C)P(=O)(N(C)C)N(C)C
E_tot = -74554.16880 eV